(1)
A molecular structure, C60H59CrN4OP2S2Si in a non-equilibrium geometry. Source: OMol25; level of theory: ωB97M-V with the def2-TZVPD basis set.

LUMO level (alpha / beta): -0.191 / -0.191 Ha
E_tot: -147718.274 eV
orbital gap (alpha / beta): 7.14 / 6.96 eV
charge: +2
max |F|: 0.0203 hartree/bohr
multiplicity: 2

Last column: Mulliken charge in e.
Atoms and positions in Å:
Cr 0.359 0.116 -0.373  -0.7273
C 3.195 0.720 2.196  -0.9710
Si 2.565 -0.181 0.670  2.2953
C 3.772 0.418 -0.676  -0.5178
C 5.074 -0.050 -0.830  0.1770
C 5.955 0.574 -1.702  -1.0392
C 5.544 1.683 -2.429  -0.9547
C 4.246 2.154 -2.302  -0.5261
C 3.364 1.517 -1.434  -0.0062
P 1.644 2.042 -1.142  2.2432
C 1.266 3.016 -2.646  0.9978
C 0.769 4.316 -2.595  -0.7700
C 0.539 5.019 -3.768  -0.7905
C 0.793 4.430 -4.998  -0.6092
C 1.262 3.126 -5.057  -0.7817
C 1.488 2.418 -3.886  -0.4813
C 1.837 3.354 0.120  0.7989
C 2.778 4.369 -0.056  -0.9433
C 2.911 5.365 0.897  -0.8023
C 2.113 5.355 2.034  -0.7447
C 1.183 4.344 2.218  -0.6095
C 1.045 3.344 1.265  -0.4514
C 2.822 -2.055 0.846  0.1312
C 3.665 -2.632 1.795  -0.4421
C 3.793 -4.008 1.901  -0.8428
C 3.074 -4.842 1.054  -0.9554
C 2.246 -4.291 0.091  -0.0470
C 2.114 -2.905 -0.007  -0.0935
P 1.115 -2.157 -1.341  0.2271
C 1.600 -3.273 -2.701  1.1132
C 0.831 -4.320 -3.198  0.0533
C 1.390 -5.225 -4.090  -0.8815
C 2.709 -5.083 -4.492  -0.7160
C 3.468 -4.016 -4.029  -0.7006
C 2.914 -3.107 -3.145  -0.9069
C -0.607 -2.536 -0.759  2.0569
C -1.693 -2.516 -1.815  -1.8025
C -2.978 -2.265 -1.531  -1.0194
C -3.552 -1.984 -0.214  -0.5691
C -2.911 -1.924 0.959  -0.8922
C -1.409 -2.094 1.127  -0.3055
H 4.246 0.461 2.356  0.4810
H 2.638 0.484 3.093  0.1497
H 3.139 1.798 2.047  0.2267
H 5.403 -0.910 -0.256  0.5053
H 6.965 0.201 -1.811  0.4628
H 6.234 2.189 -3.090  0.4564
H 3.925 3.012 -2.879  0.5127
H 0.590 4.792 -1.639  0.4228
H 0.180 6.039 -3.721  0.4703
H 0.637 4.990 -5.910  0.4532
H 1.467 2.666 -6.015  0.4634
H 1.880 1.407 -3.928  0.4313
H 3.404 4.383 -0.939  0.3648
H 3.643 6.149 0.751  0.4797
H 2.218 6.139 2.772  0.4017
H 0.568 4.328 3.108  0.4978
H 0.328 2.550 1.417  0.1126
H 4.241 -1.990 2.451  0.4952
H 4.460 -4.437 2.637  0.4415
H 3.164 -5.917 1.137  0.4778
H 1.711 -4.940 -0.593  0.4111
H -0.200 -4.440 -2.894  0.2150
H 0.795 -6.048 -4.463  0.4577
H 3.145 -5.803 -5.171  0.4073
H 4.495 -3.902 -4.349  0.5185
H 3.500 -2.274 -2.769  0.4900
H -1.386 -2.637 -2.847  0.5685
H -3.675 -2.228 -2.360  0.5926
H -4.619 -1.790 -0.207  0.5184
H -3.469 -1.690 1.857  0.6531
H -1.090 -1.892 2.152  0.8484
O -1.161 1.477 -0.099  -0.3792
S -1.776 2.294 -1.237  1.1800
C -3.106 3.227 -0.389  -1.7870
C -4.042 2.378 0.415  0.2862
C -5.363 2.206 0.011  -0.0947
C -6.244 1.465 0.785  -1.0631
C -5.807 0.878 1.963  -0.5773
C -4.487 1.035 2.365  -0.6186
C -3.604 1.775 1.594  0.4284
C -2.762 1.054 -2.146  0.5512
C -3.258 1.572 -3.459  -0.2645
C -4.617 1.773 -3.678  -0.1293
C -5.068 2.238 -4.904  -0.9480
C -4.164 2.519 -5.917  -0.4933
C -2.806 2.325 -5.704  -0.9376
C -2.357 1.848 -4.484  0.1943
H -3.609 3.785 -1.179  0.6106
H -2.551 3.916 0.251  0.6350
H -5.717 2.685 -0.895  0.5320
H -7.275 1.361 0.475  0.4533
H -6.498 0.314 2.576  0.4332
H -4.148 0.593 3.293  0.5196
H -2.576 1.889 1.911  0.1600
H -3.561 0.729 -1.480  0.3737
H -2.041 0.245 -2.274  -0.9328
H -5.327 1.541 -2.892  0.4764
H -6.128 2.378 -5.068  0.4349
H -4.518 2.881 -6.872  0.4127
H -2.094 2.541 -6.490  0.4608
H -1.298 1.681 -4.328  0.4101
C -2.230 -4.875 1.811  -0.8502
N -1.450 -4.567 0.615  0.4210
C -1.326 -5.624 -0.376  -0.8686
C -1.021 -3.376 0.429  -1.0777
N -0.678 -1.342 0.107  0.0969
H -2.118 -5.927 2.062  0.3167
H -3.286 -4.672 1.624  0.3331
H -1.895 -4.266 2.648  0.3491
H -1.088 -6.563 0.119  0.3374
H -0.544 -5.388 -1.091  0.1780
H -2.274 -5.741 -0.905  0.3487
C -1.803 -0.850 7.936  -1.4436
C -0.681 -0.387 7.072  0.8991
C 0.588 -0.151 7.513  -0.9318
C 1.541 0.305 6.578  0.8024
N 1.247 0.460 5.300  -0.1765
C 0.019 0.199 4.841  -0.5521
S -0.451 0.338 3.235  -0.2207
N -0.937 -0.200 5.756  0.1258
C 2.935 0.618 7.002  -1.3128
H -1.539 -0.762 8.985  0.3864
H -2.029 -1.897 7.725  0.3111
H -2.705 -0.266 7.746  0.3750
H 0.848 -0.291 8.551  0.4355
H -1.872 -0.337 5.400  0.1597
H 2.997 0.774 8.076  0.4201
H 3.295 1.497 6.470  0.3540
H 3.586 -0.218 6.736  0.2769

(2)
11 unconnected molecules or ions with the total composition C33H63F6O38P5 in a non-equilibrium geometry. Source: OMol25; level of theory: ωB97M-V with the def2-TZVPD basis set.

LUMO level: 0.002 Ha
E_tot: -175809.441 eV
orbital gap: 10.87 eV
charge: 0
max |F|: 0.0492 hartree/bohr
SMILES string: O=C1OC[C@@H](F)O1.O=C1OC[C@@H](F)O1.O=C1OC[C@@H](F)O1.O=C1OC[C@@H](F)O1.O=C1OC[C@@H](F)O1.O=C1OC[C@@H](F)O1.COP(=O)(OC)OC.COP(=O)(OC)OC.COP(=O)(OC)OC.COP(=O)(OC)OC.COP(=O)(OC)OC

Last column: Mulliken charge in e.
Atoms and positions in Å:
C -3.001 2.446 3.639  -0.3112
C -4.529 2.493 3.694  0.2802
O -4.778 3.681 4.388  -0.3974
C -3.633 4.177 4.930  0.4889
O -3.550 5.137 5.592  -0.4807
O -2.620 3.314 4.702  0.0508
F -4.997 1.429 4.425  -0.3259
H -2.546 2.707 2.681  0.0520
H -2.638 1.443 3.859  0.2933
H -5.002 2.468 2.717  0.3691
C -0.481 5.562 -6.282  -0.4480
C -0.600 4.946 -4.896  0.3388
O 0.451 5.555 -4.206  -0.2447
C 1.419 5.909 -5.112  0.5634
O 2.525 6.171 -4.816  -0.4855
O 0.926 5.866 -6.366  -0.3572
F -0.441 3.590 -4.923  -0.2639
H -1.086 6.457 -6.396  0.3272
H -0.680 4.815 -7.047  0.2872
H -1.576 5.147 -4.458  0.3070
C -3.199 -0.897 -2.180  0.4066
C -4.624 -0.628 -2.647  0.3187
O -4.445 0.107 -3.818  -0.3811
C -3.165 0.591 -3.865  0.4130
O -2.749 1.258 -4.746  -0.5151
O -2.444 0.123 -2.836  0.0901
F -5.307 0.157 -1.748  -0.3278
H -2.900 -1.891 -2.521  -0.3049
H -3.065 -0.769 -1.110  0.0894
H -5.187 -1.547 -2.784  0.2587
C -0.872 3.653 7.793  -0.3888
C 0.178 3.679 6.659  1.1861
O 0.721 2.402 6.692  -0.3076
C 0.287 1.713 7.807  0.6086
O 0.435 0.552 7.934  -0.4994
O -0.422 2.530 8.584  -0.3597
F 1.115 4.619 7.009  -0.3356
H -1.917 3.493 7.536  0.1586
H -0.781 4.537 8.420  0.3091
H -0.320 3.937 5.726  -0.3523
C -2.160 -5.821 2.626  0.0394
C -2.811 -4.527 2.166  0.2975
O -3.926 -4.980 1.413  -0.3689
C -3.935 -6.338 1.341  0.5645
O -4.772 -6.972 0.820  -0.5060
O -2.780 -6.836 1.843  -0.3430
F -2.011 -3.770 1.365  -0.1928
H -2.258 -5.858 3.711  0.1319
H -1.101 -5.845 2.369  0.0676
H -3.177 -3.887 2.966  0.2633
C 3.907 -0.706 -0.160  0.4808
C 4.095 0.678 0.453  0.9165
O 5.480 0.881 0.345  -0.4234
C 6.110 -0.187 -0.213  0.4743
O 7.265 -0.255 -0.411  -0.5128
O 5.218 -1.167 -0.472  -0.4456
F 3.748 0.660 1.766  -0.3426
H 3.204 -0.937 -0.957  0.1284
H 3.553 -1.348 0.659  -0.3390
H 3.595 1.488 -0.069  0.0709
C -0.283 -4.692 5.699  -0.8949
O 0.504 -3.984 4.752  -0.0523
P 1.491 -4.809 3.852  0.2718
O 1.037 -6.161 3.546  -0.7449
O 1.707 -3.894 2.587  0.6532
C 2.773 -4.216 1.684  -0.8293
O 2.913 -4.786 4.544  -0.4001
C 3.445 -3.572 5.107  -0.6954
H -1.320 -4.365 5.606  0.2269
H -0.017 -4.378 6.714  0.2996
H -0.156 -5.770 5.657  0.4138
H 2.426 -4.033 0.670  0.2649
H 3.191 -5.207 1.831  0.4557
H 3.550 -3.461 1.851  0.1975
H 2.729 -2.754 5.076  0.3072
H 4.353 -3.294 4.575  0.2818
H 3.680 -3.772 6.151  0.2653
C -2.601 6.012 2.342  -0.8730
O -1.416 5.784 3.108  -0.1458
P -0.081 5.585 2.275  0.4181
O -0.218 5.990 0.884  -0.7344
O 0.998 6.321 3.179  -0.2519
C 1.253 7.664 2.883  -0.8985
O 0.278 4.068 2.527  0.2817
C 1.635 3.638 2.273  -0.2439
H -2.515 6.974 1.841  0.3551
H -3.535 6.037 2.907  0.2782
H -2.729 5.177 1.649  0.3243
H 1.196 7.892 1.815  0.3397
H 2.256 8.046 3.116  0.2740
H 0.621 8.362 3.440  0.3034
H 1.626 2.723 1.690  -0.3010
H 2.078 3.308 3.217  0.2530
H 2.247 4.415 1.826  0.4346
C 4.768 -0.739 -7.084  -0.6853
O 3.555 -1.076 -6.401  -0.3734
P 3.271 -0.325 -5.044  0.5407
O 4.192 -0.545 -3.937  -0.6892
O 3.180 1.180 -5.565  -0.1931
C 3.706 2.288 -4.864  -0.3790
O 1.769 -0.663 -4.713  0.3799
C 0.722 -0.495 -5.682  -0.1358
H 5.334 -1.652 -7.278  0.2765
H 5.411 -0.079 -6.503  0.2967
H 4.536 -0.312 -8.059  0.2605
H 3.232 3.207 -5.200  0.1416
H 4.783 2.389 -5.038  0.2727
H 3.624 2.225 -3.777  0.1305
H -0.100 0.077 -5.251  0.0594
H 0.309 -1.484 -5.890  -0.1675
H 1.053 -0.031 -6.607  0.3568
C -0.205 -1.777 -0.269  -1.4645
O 0.429 -0.596 -0.766  0.2072
P 0.195 0.775 -0.021  1.3728
O -1.217 1.124 0.185  -1.0632
O 0.965 0.502 1.340  -0.1186
C 0.265 0.679 2.582  -1.1470
O 1.146 1.784 -0.737  -0.0497
C 1.025 1.957 -2.160  -0.6113
H 0.578 -2.239 0.348  0.4768
H -0.392 -2.515 -1.044  0.3336
H -1.090 -1.680 0.356  0.3625
H -0.030 -0.330 2.881  0.3977
H -0.609 1.293 2.406  0.1512
H 0.945 1.066 3.323  0.4566
H 1.805 2.571 -2.595  0.1173
H 0.081 2.482 -2.320  0.2996
H 0.997 0.986 -2.654  0.3657
C -1.504 -7.009 -2.121  -0.6281
O -2.094 -6.418 -3.299  -0.4125
P -1.640 -4.963 -3.702  0.2561
O -1.100 -4.114 -2.647  0.2408
O -0.582 -5.264 -4.846  -0.3538
C -0.341 -4.276 -5.854  -0.7316
O -2.897 -4.381 -4.463  -0.2694
C -4.205 -4.939 -4.395  -0.5912
H -2.235 -6.962 -1.317  0.1818
H -0.605 -6.473 -1.825  0.3023
H -1.255 -8.043 -2.340  0.2901
H -0.210 -4.833 -6.783  0.3165
H 0.566 -3.731 -5.607  0.2519
H -1.192 -3.624 -6.050  0.2930
H -4.852 -4.270 -3.811  0.1539
H -4.258 -5.942 -3.991  0.3313
H -4.689 -4.858 -5.372  0.2850

Let's list energy relative to the best compared isomer or geometry (same formula, charge and spin) in order: 1.399; 1.105 eV.